No. 1
{"formula": "C39H79FNO4P", "method": "wB97M-V/def2-TZVPD", "elements": ["O", "C", "F", "N", "C", "O", "P", "O", "C", "O", "C", "C", "C", "C", "C", "C", "H", "H", "H", "H", "H", "H", "H", "H", "H", "C", "C", "C", "C", "C", "C", "H", "H", "H", "H", "H", "H", "H", "H", "H", "H", "H", "H", "H", "H", "C", "C", "C", "C", "C", "C", "H", "H", "H", "H", "H", "H", "H", "H", "H", "H", "H", "H", "H", "H", "C", "C", "C", "C", "C", "C", "H", "H", "H", "H", "H", "H", "H", "H", "H", "H", "H", "H", "H", "H", "C", "C", "C", "C", "C", "C", "H", "H", "H", "H", "H", "H", "H", "H", "H", "H", "H", "H", "H", "H", "C", "C", "C", "C", "C", "C", "H", "H", "H", "H", "H", "H", "H", "H", "H", "H", "H", "H", "H", "H"], "positions_angstrom": [[2.3695, -1.4163, 4.9122], [1.9238, -1.5912, 3.7645], [2.0489, -2.9266, 3.2285], [1.3329, -0.5825, 2.8811], [0.9368, 0.6608, 3.6021], [1.7529, 1.3893, 4.2554], [-0.8872, 1.3274, 3.5641], [-2.5818, 1.8556, 3.6005], [-3.3664, 0.8621, 4.2561], [-2.9147, 0.2191, 5.2841], [-4.8273, 0.4070, 3.7672], [-5.2166, 0.3889, 2.2533], [-6.6387, -0.1109, 1.8699], [-7.6316, -0.5792, 2.9941], [-7.2940, -0.5406, 4.5229], [-5.8455, -0.0299, 4.8900], [1.9910, -0.3820, 2.1069], [-1.3493, 0.1152, 2.9586], [-0.5235, 2.4138, 2.7021], [-0.7551, 1.5608, 4.9781], [-4.4317, 0.7452, 1.5011], [-6.9085, -0.1346, 0.7519], [-8.6696, -0.9409, 2.6558], [-8.0523, -0.8768, 5.3053], [-5.5939, -0.0103, 6.0081], [-3.5128, 4.3150, 7.2727], [-4.0330, 2.9322, 7.6449], [-5.5182, 2.9348, 8.0140], [-5.8784, 3.7725, 9.2450], [-5.1432, 3.3843, 10.5293], [-5.4511, 1.9652, 10.9869], [-3.5947, 5.0160, 8.1067], [-2.4579, 4.2570, 6.9912], [-4.0672, 4.7239, 6.4226], [-3.4320, 2.5185, 8.4597], [-3.8887, 2.2670, 6.7868], [-5.8434, 1.9000, 8.1677], [-6.0980, 3.3061, 7.1606], [-6.9583, 3.6919, 9.4150], [-5.6875, 4.8308, 9.0361], [-5.4393, 4.0790, 11.3229], [-4.0628, 3.5049, 10.4057], [-6.5224, 1.8397, 11.1683], [-4.9228, 1.7464, 11.9187], [-5.1374, 1.2241, 10.2477], [4.2214, -3.4749, 0.5476], [3.0531, -4.4102, 0.2636], [3.3685, -5.8727, 0.5851], [4.5004, -6.4880, -0.2436], [4.2912, -6.4420, -1.7582], [3.0724, -7.2310, -2.2156], [5.0916, -3.7165, -0.0673], [3.9376, -2.4416, 0.3288], [4.5165, -3.5288, 1.5995], [2.7378, -4.3026, -0.7785], [2.2018, -4.0967, 0.8772], [2.4563, -6.4648, 0.4556], [3.6305, -5.9570, 1.6462], [4.6291, -7.5314, 0.0666], [5.4444, -5.9868, -0.0031], [5.1797, -6.8589, -2.2450], [4.2109, -5.4068, -2.1043], [3.1592, -8.2820, -1.9257], [2.9822, -7.1870, -3.3045], [2.1483, -6.8313, -1.7910], [5.2812, -4.6561, -8.2366], [5.9030, -4.0820, -6.9700], [5.3421, -4.7105, -5.6927], [3.8445, -4.4842, -5.4643], [3.4110, -3.0177, -5.4181], [4.0463, -2.2443, -4.2706], [4.2056, -4.4688, -8.2797], [5.7336, -4.1960, -9.1193], [5.4461, -5.7358, -8.2964], [5.7750, -2.9958, -6.9547], [6.9827, -4.2648, -7.0007], [5.9054, -4.3258, -4.8357], [5.5305, -5.7903, -5.7127], [3.5607, -4.9689, -4.5229], [3.2735, -4.9955, -6.2472], [2.3221, -2.9805, -5.3036], [3.6354, -2.5198, -6.3664], [3.7884, -2.6961, -3.3081], [3.6861, -1.2120, -4.2665], [5.1352, -2.2138, -4.3564], [-6.6537, 7.6865, 2.5908], [-6.6709, 6.4210, 1.7426], [-6.5626, 5.1423, 2.5765], [-5.2614, 4.9957, 3.3714], [-3.9824, 5.0413, 2.5333], [-3.8905, 3.9045, 1.5254], [-5.7171, 7.7900, 3.1437], [-6.7612, 8.5682, 1.9536], [-7.4794, 7.6857, 3.3082], [-5.8720, 6.4649, 0.9968], [-7.6128, 6.3911, 1.1841], [-6.6853, 4.2793, 1.9131], [-7.4038, 5.1008, 3.2783], [-5.2949, 4.0459, 3.9183], [-5.2095, 5.7787, 4.1360], [-3.1218, 4.9798, 3.2087], [-3.8954, 6.0011, 2.0149], [-3.9214, 2.9371, 2.0306], [-2.9495, 3.9671, 0.9710], [-4.7055, 3.9405, 0.7979], [7.1324, 2.4064, -9.6079], [5.9195, 2.0705, -8.7493], [5.9913, 0.6699, -8.1370], [6.0138, -0.4794, -9.1497], [4.8242, -0.5191, -10.1107], [3.4922, -0.7224, -9.4018], [7.2229, 1.7308, -10.4617], [7.0470, 3.4239, -9.9984], [8.0536, 2.3461, -9.0213], [5.0055, 2.1886, -9.3382], [5.8584, 2.8012, -7.9354], [5.1430, 0.5409, -7.4559], [6.8891, 0.5985, -7.5119], [6.0573, -1.4258, -8.5984], [6.9382, -0.4326, -9.7356], [4.9741, -1.3442, -10.8156], [4.7853, 0.3935, -10.7129], [3.4924, -1.6590, -8.8364], [2.6796, -0.7687, -10.1318], [3.2708, 0.0963, -8.7127]], "forces_ev_per_a": [[-2.42, -0.77, -4.85], [2.24, -0.06, 3.37], [-0.69, 3.33, 0.35], [1.09, -1.43, 1.26], [3.35, 3.17, 2.36], [-3.09, -3.40, -2.97], [0.16, -0.58, 0.56], [-2.08, -2.56, 1.01], [0.61, -2.05, 2.97], [-1.46, 3.02, -4.52], [-2.38, -0.09, -0.73], [-2.43, -1.05, 3.20], [1.49, 0.13, 3.46], [2.46, 1.11, 0.64], [3.48, 1.44, -3.75], [-1.56, -0.50, -3.01], [-0.59, -0.26, 0.45], [0.34, 0.49, 0.22], [-0.38, -0.62, 0.56], [0.00, -0.04, -1.00], [-1.48, -0.65, 1.12], [0.26, -0.06, 2.13], [1.84, 0.63, 0.63], [1.34, 0.60, -1.27], [-0.02, 0.12, -2.05], [0.17, -0.03, 0.02], [-0.16, 0.08, -0.20], [0.01, -0.11, 0.05], [0.06, 0.11, -0.03], [-0.16, 0.04, 0.00], [0.13, -0.04, 0.12], [0.01, 0.00, -0.06], [-0.06, 0.08, -0.01], [0.01, 0.01, 0.06], [-0.05, -0.03, -0.01], [0.01, -0.03, 0.13], [-0.02, 0.05, 0.02], [0.06, -0.01, 0.02], [0.05, 0.00, 0.02], [-0.02, -0.07, -0.02], [0.06, -0.01, -0.07], [-0.04, 0.02, -0.04], [0.06, -0.03, -0.04], [-0.08, -0.06, -0.06], [-0.04, 0.02, 0.05], [-0.05, 0.11, -0.07], [0.00, -0.05, 0.22], [-0.10, -0.06, -0.07], [0.10, 0.11, 0.02], [0.07, -0.15, 0.08], [-0.03, 0.07, -0.18], [-0.02, 0.05, 0.05], [0.10, -0.01, 0.02], [0.01, -0.01, -0.07], [0.01, -0.06, -0.01], [0.03, -0.05, -0.09], [0.06, 0.00, 0.01], [-0.02, 0.05, -0.06], [-0.01, 0.04, -0.04], [-0.06, -0.03, 0.01], [-0.03, 0.08, 0.03], [0.03, 0.01, 0.05], [-0.05, 0.06, 0.00], [-0.06, -0.07, 0.06], [0.04, -0.05, -0.02], [0.05, 0.16, -0.12], [0.04, -0.25, 0.03], [0.04, 0.10, 0.12], [-0.05, -0.04, -0.13], [-0.06, -0.12, 0.11], [-0.02, 0.18, -0.05], [0.04, -0.04, -0.02], [-0.07, -0.08, -0.01], [-0.06, 0.06, 0.00], [-0.01, -0.02, 0.06], [-0.06, 0.08, 0.04], [-0.05, -0.03, -0.01], [0.00, 0.06, -0.03], [0.00, 0.04, -0.03], [0.05, 0.01, 0.04], [0.06, -0.01, -0.06], [0.01, -0.04, -0.01], [0.06, 0.01, -0.03], [0.06, -0.05, 0.07], [-0.06, 0.00, 0.04], [0.04, 0.12, -0.14], [-0.17, -0.05, 0.16], [0.04, -0.10, -0.12], [0.01, 0.11, 0.07], [-0.01, -0.10, 0.12], [0.02, 0.00, -0.17], [-0.06, 0.01, 0.00], [0.00, 0.00, 0.11], [0.08, 0.00, -0.01], [0.00, -0.05, 0.02], [0.09, -0.03, -0.02], [0.02, 0.01, 0.06], [0.04, 0.03, -0.05], [0.03, 0.01, -0.04], [-0.03, -0.04, -0.03], [-0.06, 0.03, -0.02], [-0.04, 0.01, 0.05], [-0.03, 0.18, -0.08], [-0.05, -0.07, -0.02], [0.04, 0.02, 0.01], [-0.08, 0.14, -0.10], [0.17, -0.04, 0.15], [-0.14, -0.02, 0.04], [0.11, 0.05, -0.09], [0.06, -0.14, 0.08], [-0.12, 0.05, -0.13], [0.03, 0.04, 0.04], [0.09, -0.07, -0.01], [-0.04, -0.03, -0.06], [0.00, -0.04, 0.03], [-0.07, -0.05, -0.05], [0.04, -0.03, -0.03], [-0.04, 0.03, -0.04], [-0.02, 0.03, -0.05], [-0.03, 0.00, 0.06], [0.02, 0.08, 0.02], [0.05, -0.01, 0.03], [-0.01, 0.06, 0.02], [0.00, -0.02, 0.11], [0.00, -0.07, -0.01]], "orbital_gap_ev": 8.77, "lumo_ev": -0.50, "smiles": "O=C(F)NC(=O)[PH3]OC(=O)c1ccccc1.CCCCCC.CCCCCC.CCCCCC.CCCCCC.CCCCCC"}

No. 2
{"formula": "C43H33BrMoN12O5S2", "method": "wB97M-V/def2-TZVPD", "elements": ["Mo", "C", "C", "N", "N", "C", "N", "S", "C", "C", "C", "C", "C", "N", "H", "H", "H", "H", "H", "H", "H", "H", "H", "Br", "C", "C", "C", "C", "C", "C", "N", "N", "C", "C", "C", "C", "O", "C", "N", "C", "C", "C", "C", "H", "H", "H", "H", "H", "H", "H", "H", "H", "S", "C", "N", "N", "C", "C", "C", "C", "C", "C", "N", "N", "C", "C", "C", "C", "C", "C", "H", "H", "H", "H", "H", "H", "H", "H", "H", "H", "H", "O", "C", "O", "C", "C", "C", "C", "C", "C", "N", "O", "O", "H", "H", "H", "H"], "positions_angstrom": [[-0.8907, -1.2204, -2.1490], [-4.8322, -3.3015, -2.4606], [-3.3974, -2.9371, -2.2522], [-2.9248, -1.7619, -2.5420], [-3.8076, -0.8573, -3.0295], [-3.2945, -0.0371, -3.8924], [-4.0430, 0.9432, -4.4438], [-1.6380, -0.1881, -4.4093], [-2.4160, -3.8923, -1.8247], [-2.7269, -5.2036, -1.4566], [-1.7186, -6.0853, -1.1448], [-0.4084, -5.6200, -1.1808], [-0.1750, -4.3074, -1.5267], [-1.1415, -3.4461, -1.8619], [-5.3038, -2.5579, -3.0941], [-5.3608, -3.3243, -1.5055], [-4.9155, -4.2800, -2.9331], [-5.0422, 0.9270, -4.3224], [-3.6663, 1.3862, -5.2626], [-3.7636, -5.5014, -1.4075], [-1.9327, -7.1108, -0.8777], [0.4235, -6.2675, -0.9484], [0.8371, -3.9338, -1.5566], [1.1717, 2.1472, 7.0326], [0.0255, 3.0385, 5.8031], [0.2655, 4.3683, 5.4914], [-0.5423, 4.9997, 4.5660], [-1.5573, 4.2979, 3.9092], [-1.8129, 2.9751, 4.2772], [-1.0286, 2.3490, 5.2292], [-2.3771, 5.0134, 3.0269], [-2.8259, 4.6180, 1.9389], [-2.4286, 3.5058, 1.1957], [-3.4124, 2.9530, 0.3927], [-3.1822, 1.8514, -0.4224], [-1.9544, 1.2085, -0.4346], [-1.7432, 0.1841, -1.2329], [-0.9296, 1.7041, 0.4584], [0.1897, 0.9731, 0.5919], [1.1770, 1.4524, 1.3029], [1.1851, 2.7612, 1.8040], [0.0403, 3.5030, 1.7095], [-1.1190, 2.9272, 1.1496], [1.0757, 4.8990, 5.9716], [-0.3633, 6.0333, 4.3001], [-2.6342, 2.4411, 3.8170], [-1.2235, 1.3225, 5.5074], [-4.3964, 3.4011, 0.4393], [-3.9643, 1.4684, -1.0660], [2.0272, 0.7932, 1.4267], [2.0782, 3.1735, 2.2533], [0.0296, 4.5304, 2.0352], [0.7133, -2.3428, -3.5395], [2.0701, -1.2449, -3.3315], [3.2259, -1.6638, -3.8026], [4.3722, -1.0362, -3.5747], [4.8657, -0.3443, -2.4661], [6.1033, 0.2874, -2.6236], [6.7117, 0.9283, -1.5622], [6.1034, 0.9387, -0.3160], [4.8851, 0.2966, -0.1488], [4.2550, -0.3335, -1.2089], [1.8369, -0.0432, -2.8319], [0.6342, 0.3197, -2.5404], [0.5542, 1.7406, -2.4837], [1.7015, 2.4886, -2.1746], [1.6416, 3.8640, -2.0796], [0.4577, 4.5408, -2.3413], [-0.6673, 3.8162, -2.6924], [-0.6276, 2.4331, -2.7551], [5.0619, -1.2921, -4.2633], [6.5785, 0.2701, -3.5974], [7.6700, 1.4102, -1.7010], [6.5794, 1.4322, 0.5200], [4.4311, 0.2742, 0.8333], [3.3051, -0.8297, -1.0693], [2.6288, 1.9678, -1.9855], [2.5242, 4.4190, -1.7882], [0.4150, 5.6195, -2.2699], [-1.5943, 4.3234, -2.9251], [-1.5097, 1.9038, -3.0645], [0.4047, -1.7344, -0.4128], [-0.4765, -2.0588, 0.4464], [-1.6901, -1.9875, 0.1895], [-0.0363, -2.6112, 1.7652], [-0.9947, -3.1505, 2.6196], [-0.6145, -3.6873, 3.8336], [0.7295, -3.6767, 4.1838], [1.6945, -3.1449, 3.3406], [1.3071, -2.6127, 2.1255], [1.1351, -4.2461, 5.4632], [0.2688, -4.7235, 6.1719], [2.3170, -4.2162, 5.7494], [-2.0296, -3.1372, 2.3098], [-1.3326, -4.1179, 4.5151], [2.7286, -3.1629, 3.6504], [2.0306, -2.1919, 1.4411]], "forces_ev_per_a": [[0.98, -1.17, -1.91], [0.09, -0.01, -0.01], [-0.56, 0.93, -0.49], [-0.38, -1.01, 0.37], [-1.02, 0.51, 0.11], [0.92, -0.27, -0.16], [-0.12, -0.01, 0.06], [-0.09, -0.46, 0.41], [0.75, -0.61, 0.22], [-0.31, 0.43, -0.11], [0.45, 0.10, 0.05], [-0.40, -0.25, 0.05], [0.32, 0.14, -0.03], [-0.47, -0.45, 0.07], [-0.01, -0.02, 0.05], [0.00, -0.04, 0.02], [0.00, -0.03, 0.06], [0.01, -0.05, 0.01], [-0.07, 0.09, 0.02], [-0.01, -0.03, -0.07], [-0.05, 0.00, 0.03], [0.05, 0.03, 0.02], [-0.08, 0.13, 0.01], [-0.13, 0.08, -0.08], [0.12, -0.03, 0.10], [0.06, -0.14, 0.06], [-0.14, -0.05, -0.26], [0.53, -0.65, 0.52], [-0.12, 0.22, -0.14], [0.07, -0.07, 0.00], [-0.60, 0.47, -0.15], [-0.22, 0.87, -0.01], [0.34, -0.93, -0.31], [0.19, 0.45, 0.45], [0.19, -0.50, -0.31], [-0.16, 0.08, 0.41], [-0.83, 2.07, 0.92], [-0.32, 0.05, -0.08], [0.26, -0.11, -0.07], [-0.08, -0.14, -0.30], [-0.03, 0.26, 0.12], [0.20, -0.12, -0.09], [-0.20, -0.08, -0.12], [0.00, 0.01, -0.01], [-0.07, 0.05, 0.04], [0.02, -0.02, -0.03], [0.01, -0.01, 0.00], [-0.01, 0.06, -0.09], [0.00, -0.02, 0.01], [0.15, 0.01, 0.07], [0.03, -0.01, 0.00], [-0.03, 0.01, 0.10], [0.82, 0.15, -0.67], [-1.15, -1.44, 0.22], [0.37, 0.23, -0.06], [-0.30, 0.01, -0.34], [0.21, 0.37, 0.56], [-0.19, -0.10, -0.21], [0.00, 0.00, 0.11], [0.05, 0.02, 0.02], [0.01, -0.02, 0.01], [-0.02, -0.16, -0.24], [0.27, 1.49, -0.23], [1.18, -0.72, 0.10], [-0.01, 0.90, 0.22], [-0.08, -0.28, 0.16], [0.01, 0.09, 0.02], [-0.03, 0.00, 0.03], [0.04, 0.05, 0.00], [0.05, -0.24, -0.01], [0.06, -0.10, 0.11], [0.04, 0.02, -0.01], [0.00, 0.02, -0.05], [0.00, 0.00, 0.01], [-0.09, 0.01, -0.02], [-0.01, 0.02, 0.13], [0.00, 0.02, 0.09], [0.04, -0.04, -0.04], [0.01, 0.01, 0.00], [-0.02, 0.00, 0.03], [-0.03, -0.07, 0.12], [-0.08, 0.05, -0.52], [-0.66, 0.12, 0.17], [0.16, -0.27, 0.72], [0.12, 0.03, 0.08], [0.14, 0.10, -0.10], [0.10, -0.13, 0.26], [-0.26, 0.31, -0.73], [0.15, -0.12, 0.28], [-0.20, 0.04, -0.07], [0.15, -0.22, 0.46], [0.05, 0.05, -0.08], [-0.08, 0.02, -0.05], [-0.02, 0.01, 0.01], [-0.02, 0.01, 0.00], [0.02, 0.02, -0.01], [0.03, -0.01, 0.00]], "spin_multiplicity": 3, "orbital_gap_ev": [5.81, 5.85], "e_above_lowest_kcal_mol": 46.9, "lumo_ev": [-1.25, -1.48]}

No. 3
{"formula": "C3H9FN", "method": "wB97M-V/def2-TZVPD", "elements": ["C", "C", "C", "N", "F", "H", "H", "H", "H", "H", "H", "H", "H", "H"], "positions_angstrom": [[0.6419, 0.4385, -1.2801], [0.5378, -1.1367, 0.7006], [-1.3191, 0.4945, 0.3811], [0.1424, 0.0881, 0.0573], [0.9314, 1.3034, 0.9599], [0.2461, 1.3931, -1.7323], [1.8074, 0.3972, -1.3458], [0.2066, -0.1995, -2.0699], [-0.1086, -1.3545, 1.5705], [0.3391, -2.1294, 0.0751], [1.5282, -1.0872, 1.0868], [-2.0831, -0.1255, -0.0897], [-1.4464, 0.3684, 1.4604], [-1.4237, 1.5496, 0.2260]], "forces_ev_per_a": [[1.43, 0.74, -1.12], [-1.46, -3.01, -0.26], [1.43, -0.33, 0.84], [-5.59, -4.09, -3.74], [3.08, 4.64, 3.12], [0.53, -0.34, 1.45], [-2.20, -0.01, 0.25], [0.29, -0.76, 0.63], [0.22, 0.62, -0.33], [0.78, 2.33, 0.66], [1.02, -0.05, -0.20], [0.43, 0.02, -0.48], [0.18, -0.19, -0.12], [-0.15, 0.43, -0.70]], "spin_multiplicity": 3, "orbital_gap_ev": [11.89, 7.42], "e_above_lowest_kcal_mol": 34.7, "lumo_ev": [-3.01, -10.43], "total_charge": 1}

Number 1: electronic energy -63405.389 eV. Number 2: electronic energy -166809.901 eV. Number 3: electronic energy -7450.321 eV.